1.
131
Properties=species:S:1:pos:R:3 method="wB97M-V/def2-TZVPD" total_charge=+2 lumo_ha=-0.428 e_tot_ev=-122235.7286
Zn 6.59 -5.68 0.92
Cd -1.48 6.55 1.21
C 1.95 0.48 -0.05
C 0.88 1.46 0.18
C -0.60 1.02 0.25
O -1.42 1.87 0.50
C -0.85 -0.34 0.05
C 0.14 -1.27 -0.04
C 1.61 -0.86 -0.10
O 2.61 -1.67 -0.26
O -0.21 -2.54 -0.12
O 1.13 2.63 0.44
H 2.98 0.79 -0.15
H -1.91 -0.57 0.02
C 10.20 -1.37 3.36
C 9.71 -1.29 1.94
O 9.63 -2.61 1.38
H 9.52 -2.01 3.93
H 10.00 -0.43 3.88
H 11.24 -1.67 3.26
H 10.49 -0.86 1.31
H 8.84 -0.64 1.91
H 10.20 -2.74 0.61
C -7.88 8.53 2.83
C -7.38 7.95 1.50
O -5.99 8.25 1.30
H -7.34 9.42 3.15
H -7.73 7.90 3.71
H -8.96 8.72 2.80
H -7.98 8.42 0.73
H -7.63 6.89 1.47
H -5.89 9.20 1.18
C -10.57 -0.21 3.55
C -9.66 -1.42 3.15
O -10.44 -2.56 3.15
H -10.87 -0.46 4.57
H -11.56 -0.31 3.11
H -10.17 0.77 3.32
H -8.82 -1.55 3.83
H -9.21 -1.23 2.18
H -10.53 -2.83 4.07
C 4.46 -11.97 0.63
C 3.21 -11.08 0.34
O 3.40 -9.69 0.84
H 4.84 -11.84 1.65
H 5.31 -11.71 0.00
H 4.14 -13.01 0.50
H 2.37 -11.61 0.77
H 2.99 -11.01 -0.72
H 2.54 -9.27 0.87
C -2.66 7.17 -6.07
C -2.72 6.39 -4.73
O -1.74 6.75 -3.83
H -1.72 6.92 -6.55
H -2.68 8.25 -5.94
H -3.47 6.96 -6.77
H -2.87 5.32 -4.85
H -3.67 6.58 -4.25
H -0.89 6.80 -4.27
C 7.24 -6.21 -5.45
C 6.59 -7.20 -4.50
O 7.29 -7.21 -3.22
H 7.03 -6.50 -6.48
H 8.32 -6.16 -5.32
H 6.88 -5.21 -5.23
H 6.59 -8.22 -4.90
H 5.64 -6.79 -4.16
H 8.15 -7.60 -3.37
C -5.96 -7.99 2.43
C -5.35 -9.39 2.18
O -5.36 -9.93 0.86
H -5.29 -7.26 1.96
H -6.12 -7.62 3.44
H -6.85 -7.77 1.84
H -5.74 -10.13 2.88
H -4.28 -9.36 2.41
H -4.80 -9.37 0.32
C 2.26 0.74 -7.89
C 2.82 -0.03 -6.68
O 3.93 0.65 -6.10
H 1.31 0.33 -8.24
H 3.00 0.85 -8.68
H 2.04 1.78 -7.68
H 3.11 -1.06 -6.91
H 2.00 -0.14 -5.97
H 4.04 0.40 -5.18
C 4.26 5.54 7.55
C 4.22 6.97 8.12
O 3.01 7.67 7.79
H 4.03 5.59 6.48
H 3.55 4.95 8.12
H 5.21 5.02 7.70
H 4.98 7.68 7.80
H 4.19 6.87 9.21
H 3.16 8.50 8.25
C -2.42 3.98 6.67
C -2.39 5.53 6.73
O -1.58 6.01 5.63
H -1.44 3.52 6.62
H -2.86 3.43 5.83
H -2.97 3.56 7.51
H -1.87 5.69 7.68
H -3.38 5.93 6.92
H -0.74 6.28 6.01
C -8.46 1.25 -3.43
C -8.71 2.19 -4.59
O -8.76 1.40 -5.80
H -7.53 0.68 -3.45
H -9.30 0.58 -3.21
H -8.31 1.67 -2.43
H -7.89 2.85 -4.87
H -9.59 2.76 -4.29
H -9.50 1.64 -6.36
C 9.10 6.15 1.37
C 9.68 6.57 2.74
O 10.98 7.20 2.70
H 9.78 5.40 0.97
H 8.78 7.03 0.81
H 8.14 5.66 1.53
H 9.60 5.71 3.41
H 9.08 7.36 3.17
H 10.91 8.11 2.41
C -2.02 -5.24 -6.57
C -1.71 -6.70 -6.31
O -2.36 -6.96 -5.08
H -3.09 -5.06 -6.68
H -1.41 -4.83 -7.37
H -1.66 -4.83 -5.63
H -0.63 -6.78 -6.23
H -2.13 -7.47 -6.96
H -1.94 -6.40 -4.42



2.
94
Properties=species:S:1:pos:R:3 method="wB97M-V/def2-TZVPD" total_charge=-1 multiplicity=5 s2=6.03 lumo_ha="0.094 / 0.090" e_tot_ev=-60069.7214
Ir 0.39 1.13 -0.76
C 4.30 1.16 -2.19
C 3.37 1.50 -1.06
O 2.41 0.79 -0.76
N 3.69 2.68 -0.42
C 2.77 3.22 0.56
C 1.63 3.96 -0.11
C 1.57 5.35 -0.09
C 0.52 5.99 -0.75
C -0.43 5.22 -1.41
C -0.29 3.85 -1.39
N 0.71 3.21 -0.76
H 4.33 0.07 -2.32
H 5.31 1.50 -1.98
H 3.94 1.63 -3.11
H 4.30 3.32 -0.91
H 3.34 3.90 1.20
H 2.36 2.42 1.18
H 2.32 5.94 0.43
H 0.44 7.07 -0.74
H -1.26 5.69 -1.94
H -1.01 3.20 -1.90
C -3.99 0.19 -1.48
N -2.71 0.85 -1.71
C -1.63 -0.03 -2.12
C -2.37 2.06 -1.13
O -1.21 2.29 -0.76
N -3.37 3.01 -0.98
C -4.50 3.15 -1.88
C -3.07 4.18 -0.17
H -3.82 -0.78 -1.01
H -4.48 0.04 -2.45
H -4.64 0.77 -0.82
H -1.96 -0.65 -2.95
H -1.34 -0.65 -1.27
H -0.75 0.55 -2.44
H -4.45 2.45 -2.72
H -4.51 4.16 -2.30
H -5.42 2.99 -1.32
H -2.30 3.97 0.58
H -3.99 4.49 0.35
H -2.72 4.98 -0.82
O 0.39 1.13 1.03
N 1.02 -0.82 -0.76
P 0.67 -1.94 0.39
N 1.95 -2.07 1.40
C 2.24 -3.28 2.16
C 3.65 -3.28 2.75
C 3.85 -2.12 3.72
C 2.92 -0.95 3.42
C 2.58 -0.86 1.93
N 0.38 -3.39 -0.33
C -0.96 -3.71 -0.84
C -1.19 -3.20 -2.26
C -0.16 -3.77 -3.21
C 1.25 -3.54 -2.68
C 1.39 -3.97 -1.22
N -0.64 -1.49 1.25
C -1.14 -0.12 1.19
C -2.24 0.21 2.21
C -3.25 -0.92 2.30
C -2.57 -2.24 2.63
C -1.05 -2.21 2.45
H 2.15 -4.17 1.52
H 1.51 -3.40 2.97
H 4.38 -3.21 1.94
H 3.84 -4.23 3.26
H 4.90 -1.80 3.67
H 3.68 -2.46 4.75
H 3.38 -0.02 3.76
H 1.99 -1.07 3.99
H 3.50 -0.66 1.36
H 1.94 0.01 1.79
H -1.74 -3.32 -0.18
H -1.10 -4.80 -0.82
H -1.15 -2.10 -2.27
H -2.20 -3.48 -2.59
H -0.27 -3.31 -4.21
H -0.33 -4.85 -3.33
H 1.51 -2.48 -2.79
H 1.97 -4.10 -3.30
H 2.40 -3.73 -0.87
H 1.32 -5.07 -1.17
H -1.53 0.06 0.19
H -0.32 0.59 1.34
H -2.74 1.14 1.91
H -1.79 0.39 3.19
H -3.77 -1.01 1.34
H -4.01 -0.69 3.05
H -3.00 -3.03 2.00
H -2.79 -2.52 3.67
H -0.71 -3.25 2.41
H -0.57 -1.76 3.33
H -1.01 0.11 -0.76